C31H38NO2Tc as an isolated structure. Source: the OMol25 dataset; level of theory: ωB97M-V/def2-TZVPD.

CARTESIAN COORDINATES (ANGSTROEM)
1 O -0.3572 -0.9521 -3.7872
2 C -0.2983 0.1720 -4.7687
3 C -0.0505 -0.6590 -6.0066
4 H 0.5540 0.8026 -4.5219
5 H -1.2167 0.7626 -4.8081
6 C -0.0907 -1.8147 -4.9532
7 H 0.9494 -0.5788 -6.4625
8 H -0.8873 -0.6998 -6.7122
9 C 1.2607 -2.4932 -4.9537
10 H 2.0504 -1.7713 -4.7268
11 H 1.4528 -2.9050 -5.9604
12 H 1.2612 -3.3409 -4.2638
13 C -1.1935 -2.7660 -5.3458
14 H -2.1603 -2.2432 -5.3647
15 H -1.2342 -3.6142 -4.6549
16 H -1.0042 -3.1362 -6.3723
17 Tc -0.2791 -1.0565 1.2007
18 C -2.0936 -1.4346 2.0845
19 C -2.3288 -0.0959 2.6064
20 C -2.8545 0.7119 1.5703
21 H -2.2454 0.1839 3.6560
22 C -2.8390 -0.0175 0.3606
23 C -2.3069 -1.3472 0.6359
24 H -2.4446 -2.1868 -0.0377
25 H -2.0495 -2.3509 2.6573
26 H -3.2881 1.7022 1.7219
27 H -3.3120 0.2946 -0.5878
28 C 0.7847 -2.7431 1.9954
29 C -0.1694 -3.1552 1.0133
30 C 0.1839 -2.5493 -0.2432
31 H -0.9922 -3.8344 1.1949
32 C 1.3972 -1.8057 -0.0352
33 C 1.7659 -1.9221 1.3372
34 H 2.6373 -1.4560 1.7855
35 H 0.8147 -3.0587 3.0285
36 H -0.3575 -2.6456 -1.1835
37 H 1.9632 -1.2432 -0.7662
38 O 1.3574 1.3857 -2.8925
39 C 0.6294 0.9048 -1.7335
40 C -0.7859 1.5136 -1.8173
41 H 1.2102 1.2377 -0.8352
42 H 0.5591 -0.1818 -1.7623
43 C -0.5345 2.9036 -2.4447
44 H -1.3719 1.5390 -0.8896
45 H -1.3330 0.8771 -2.5375
46 C 0.9171 2.7873 -2.9955
47 H -0.5602 3.6853 -1.6924
48 H -1.3615 3.0687 -3.1850
49 H 1.6848 3.3149 -2.3699
50 H 0.9790 3.1049 -4.0607
51 C 0.2690 4.3592 1.9745
52 C 0.3659 3.4157 0.9404
53 C 0.4634 2.0705 1.2428
54 C 0.4857 1.5964 2.5709
55 C 0.3800 2.5523 3.6038
56 C 0.2841 3.9145 3.3068
57 N 0.4825 0.2211 2.7804
58 C 0.8631 -0.2416 4.0413
59 C 2.0224 0.2867 4.6576
60 C 2.2760 0.0434 6.0020
61 C 1.3830 -0.7511 6.7439
62 C 0.3078 -1.3943 6.1087
63 C 0.0829 -1.1876 4.7514
64 H 0.2064 5.4252 1.7414
65 H 0.3934 3.7322 -0.1032
66 H 0.5298 1.3052 0.4673
67 H 0.3539 2.2158 4.6447
68 H 0.2292 4.6455 4.1216
69 H 2.6733 0.9402 4.0622
70 H 3.1496 0.5187 6.4772
71 H 1.5188 -0.8499 7.8287
72 H -0.3844 -2.0252 6.6680
73 H -0.7479 -1.6864 4.2513

Its spin multiplicity is 4. As for the HOMO-LUMO gap (spin up / spin down): 6.96 / 6.12 eV. Its highest occupied orbital energy (spin up / spin down) is -10.1758 / -11.3069 eV. The value obtained for the energy is -1489.6519 a.u. The total charge is +1.

Mulliken population analysis, charges in e, atoms 1 to 5: number 1, O, carries -0.24; number 2, C, carries -0.13; number 3, C, carries -0.92; number 4, H, carries 0.11; number 5, H, carries 0.22

One molecule with the formula C24H34N6O3. Source: the OMol25 dataset; level of theory: ωB97M-V/def2-TZVPD.

CARTESIAN COORDINATES (ANGSTROEM)
1 C 4.3332 -2.1769 -1.1786
2 C 2.9257 -2.5837 -0.7481
3 C 2.7629 -4.1001 -0.8303
4 C 1.8502 -1.9195 -1.6179
5 C 1.8281 -0.3915 -1.5384
6 C 0.6662 0.1604 -2.3836
7 N 0.5571 1.5941 -2.3288
8 C 1.5982 2.4205 -2.8970
9 N -0.5007 2.0549 -1.7315
10 O -0.6344 3.2772 -1.6392
11 N 1.7749 0.1106 -0.1703
12 C 0.7978 -0.3566 0.7861
13 C -0.2152 0.7371 1.1880
14 C 0.3926 1.7602 2.1627
15 C -0.6402 2.7724 2.5750
16 C -1.2369 2.6948 3.8269
17 C -2.2177 3.5985 4.1967
18 C -2.6157 4.5891 3.3157
19 C -2.0278 4.6719 2.0643
20 C -1.0467 3.7691 1.6950
21 N -1.3871 0.1041 1.7952
22 C -2.7108 0.4522 1.3294
23 C -2.9700 0.0909 -0.1375
24 C -2.5505 -1.2956 -0.5537
25 C -2.3935 -2.3459 0.3424
26 C -1.9665 -3.5887 -0.0978
27 C -1.7066 -3.8087 -1.4389
28 C -1.8983 -2.7803 -2.3468
29 C -2.3156 -1.5375 -1.9053
30 N -1.3619 -0.7028 2.8092
31 O -0.2729 -1.0073 3.2972
32 N 2.6287 0.9797 0.2815
33 O 3.4645 1.4342 -0.5022
34 H 4.4898 -2.3990 -2.2323
35 H 5.0717 -2.7266 -0.6008
36 H 4.5106 -1.1171 -1.0159
37 H 2.7789 -2.2807 0.2933
38 H 3.4938 -4.5945 -0.1961
39 H 2.9078 -4.4432 -1.8526
40 H 1.7690 -4.3979 -0.5037
41 H 2.0273 -2.1909 -2.6613
42 H 0.8703 -2.3190 -1.3450
43 H 2.7729 0.0067 -1.9312
44 H 0.8165 -0.1529 -3.4218
45 H -0.2788 -0.2522 -2.0223
46 H 2.4969 2.3886 -2.2763
47 H 1.8335 2.0797 -3.9042
48 H 1.2216 3.4437 -2.9231
49 H 0.2548 -1.1977 0.3533
50 H 1.3133 -0.6988 1.6880
51 H -0.5650 1.2559 0.2916
52 H 0.7718 1.2330 3.0391
53 H 1.2324 2.2459 1.6637
54 H -0.9311 1.9210 4.5166
55 H -2.6712 3.5283 5.1746
56 H -3.3804 5.2955 3.6035
57 H -2.3334 5.4411 1.3709
58 H -0.6013 3.8412 0.7137
59 H -2.8611 1.5293 1.4568
60 H -3.4059 -0.0739 1.9867
61 H -4.0443 0.2011 -0.3109
62 H -2.4715 0.8153 -0.7867
63 H -2.5974 -2.2073 1.3923
64 H -1.8373 -4.3880 0.6165
65 H -1.3680 -4.7765 -1.7774
66 H -1.7193 -2.9454 -3.3991
67 H -2.4787 -0.7415 -2.6192

As for the SMILES: CC(C)C[C@@H](CN(C)N=O)N(C[C@H](Cc1ccccc1)N(CCc1ccccc1)N=O)N=O. As for the HOMO-LUMO gap: 9.56 eV. Its highest occupied orbital energy is -8.9975 eV. The value obtained for the energy is -1489.0038 a.u.

Mulliken population analysis, charges in e, atoms 1 to 5: number 1, C, carries -1.62; number 2, C, carries 1.18; number 3, C, carries -1.63; number 4, C, carries -0.94; number 5, C, carries -0.82